# 1
# C2H3F3INO4S3

C2H3F3INO4S3 as an isolated structure in a non-equilibrium geometry (ωB97M-V/def2-TZVPD, the Open Molecules 2025 dataset).

Last column: natural (NBO) charge in e.
Cartesian coordinates (Å):
1 C 0.137 -0.340 -0.538  -0.804
2 C -2.894 3.865 -0.096  0.815
3 N -2.366 -0.834 -0.739  -1.234
4 O -1.707 1.389 0.319  -0.886
5 O -1.430 1.052 -2.140  -0.878
6 O -4.289 -1.343 -2.389  -0.870
7 O -4.393 0.606 -0.888  -0.947
8 F -3.563 3.878 -1.242  -0.301
9 F -3.409 4.762 0.707  -0.302
10 F -1.646 4.158 -0.388  -0.313
11 S -2.895 2.333 0.891  0.573
12 S -1.486 0.367 -0.919  2.290
13 S -3.923 -0.736 -1.123  2.099
14 I -4.773 -1.937 0.725  -0.032
15 H 0.136 -0.495 0.591  0.261
16 H 0.001 -1.368 -1.080  0.282
17 H 0.863 0.310 -0.841  0.245

Cartesian forces (eV/Å) of the 6 atoms listed first:
-3.7 -3.0 2.0
0.6 -1.2 -0.6
-0.6 -1.4 -0.3
1.8 -0.3 -0.6
-0.2 1.2 -1.3
0.9 0.2 1.6

gap between HOMO and LUMO: 9.347 eV
HOMO energy: -9.881 eV



# 2
# C11H35O14P3

A 5-piece molecular cluster, C11H35O14P3 overall in a non-equilibrium geometry (ωB97M-V/def2-TZVPD, the Open Molecules 2025 dataset).

Last column: natural (NBO) charge in e.
Cartesian coordinates (Å):
1 C -2.292 0.897 -3.130  -0.254
2 O -2.836 0.271 -1.989  -0.824
3 P -4.386 0.378 -1.693  2.553
4 O -5.180 1.201 -2.653  -1.081
5 O -4.922 -1.144 -1.609  -0.787
6 C -4.202 -2.076 -0.803  -0.263
7 O -4.444 0.892 -0.138  -0.812
8 C -3.970 2.161 0.254  -0.245
9 H -2.193 0.274 -4.019  0.191
10 H -1.294 1.235 -2.852  0.186
11 H -2.779 1.851 -3.334  0.205
12 H -3.155 -1.830 -0.626  0.193
13 H -4.134 -3.023 -1.337  0.190
14 H -4.686 -2.277 0.153  0.190
15 H -3.082 2.103 0.883  0.181
16 H -4.704 2.717 0.837  0.191
17 H -3.770 2.795 -0.610  0.184
18 C 3.510 3.522 -4.510  -0.254
19 O 3.273 4.631 -5.368  -0.801
20 P 2.714 6.055 -4.874  2.546
21 O 2.776 7.126 -5.932  -1.075
22 O 1.207 5.682 -4.349  -0.803
23 C 0.342 6.591 -3.752  -0.248
24 O 3.508 6.403 -3.513  -0.824
25 C 4.699 7.152 -3.505  -0.253
26 H 4.566 3.254 -4.550  0.186
27 H 2.950 2.631 -4.796  0.192
28 H 3.322 3.670 -3.447  0.194
29 H -0.682 6.449 -4.096  0.194
30 H 0.670 7.630 -3.723  0.192
31 H 0.320 6.361 -2.687  0.174
32 H 4.815 7.694 -4.443  0.207
33 H 5.495 6.434 -3.312  0.183
34 H 4.710 7.961 -2.774  0.190
35 C -1.644 -6.433 6.448  -0.260
36 O -0.772 -5.932 5.472  -0.805
37 P -1.443 -5.245 4.180  2.549
38 O -0.466 -4.552 3.300  -1.078
39 O -2.253 -6.440 3.485  -0.800
40 C -1.585 -7.484 2.921  -0.248
41 O -2.646 -4.311 4.754  -0.796
42 C -2.236 -3.149 5.470  -0.271
43 H -1.970 -5.697 7.184  0.182
44 H -1.125 -7.230 6.981  0.196
45 H -2.538 -6.855 5.988  0.188
46 H -0.506 -7.458 3.072  0.188
47 H -1.763 -7.472 1.846  0.191
48 H -1.930 -8.409 3.383  0.181
49 H -2.438 -2.285 4.837  0.199
50 H -1.194 -3.092 5.785  0.195
51 H -2.683 -2.995 6.453  0.191
52 C 1.416 0.637 1.197  -0.241
53 O 2.458 1.408 0.687  -0.725
54 H 0.608 1.276 1.555  0.180
55 H 1.069 -0.033 0.411  0.155
56 H 1.807 -0.057 1.941  0.161
57 H 3.217 0.834 0.563  0.469
58 C 5.147 -2.724 0.710  -0.247
59 O 5.821 -1.508 0.395  -0.734
60 H 5.821 -3.570 0.575  0.167
61 H 4.761 -2.665 1.728  0.165
62 H 4.291 -2.820 0.041  0.184
63 H 6.609 -1.412 0.934  0.466

Cartesian forces (eV/Å) of the 6 atoms listed first:
1.3 1.5 -0.3
-0.3 -0.4 0.2
-2.2 0.8 0.0
1.3 -1.1 1.3
0.8 1.4 0.4
0.5 -1.1 0.1

gap between HOMO and LUMO: 10.522 eV
SMILES: COP(=O)(OC)OC.COP(=O)(OC)OC.COP(=O)(OC)OC.CO.CO
HOMO energy: -10.177 eV



# 3
# CHO4PS

CHO4PS as an isolated structure in a non-equilibrium geometry (ωB97M-V/def2-TZVPD, the Open Molecules 2025 dataset).

Last column: natural (NBO) charge in e.
Cartesian coordinates (Å):
1 C 0.634 0.067 0.050  -0.835
2 O -1.951 0.678 0.034  -1.245
3 O -1.129 -1.327 -1.341  -1.218
4 O -1.303 -1.537 1.258  -1.242
5 O 2.479 2.032 -0.240  -1.048
6 P -1.148 -0.589 -0.018  2.357
7 S 0.982 1.632 -0.157  1.006
8 H 1.436 -0.955 0.415  0.226

Cartesian forces (eV/Å) of the 6 atoms listed first:
2.0 -3.0 1.6
-0.4 0.7 0.0
0.3 0.0 -0.1
0.8 1.8 -2.3
-1.4 -0.4 0.3
-0.9 -2.1 2.2

gap between HOMO and LUMO: 5.853 eV
charge: -2
HOMO energy: 0.256 eV



# 4
# C30H15BiF15GeN3O5SSe2Te2

C30H15BiF15GeN3O5SSe2Te2 as an isolated structure (ωB97M-V/def2-TZVPD, the Open Molecules 2025 dataset).

Last column: Löwdin charge in e.
Cartesian coordinates (Å):
1 Bi -1.401 0.291 -1.110  1.296
2 O -5.677 -1.709 -1.218  -0.006
3 C -4.656 -1.036 -1.055  -0.631
4 O -3.465 -1.356 -1.315  -0.161
5 C -4.818 0.369 -0.474  -0.172
6 C -6.053 0.910 -0.154  -0.004
7 C -6.099 2.208 0.337  -0.056
8 C -4.927 2.933 0.480  0.002
9 C -3.733 2.320 0.130  -0.184
10 N -3.704 1.075 -0.318  0.032
11 C -2.388 3.045 0.187  -0.655
12 O -2.407 4.236 0.455  0.036
13 O -1.360 2.324 -0.047  -0.329
14 H -6.935 0.303 -0.301  0.108
15 H -7.050 2.656 0.600  0.098
16 H -4.900 3.953 0.834  0.112
17 Se 1.364 0.550 -1.806  -0.166
18 Te 1.683 2.446 -3.416  0.135
19 Te -0.684 3.720 -3.066  0.173
20 Se -2.113 1.692 -3.311  -0.152
21 C -3.718 -1.833 -4.447  -0.043
22 N -2.932 -2.888 -3.847  -0.130
23 C -3.408 -4.230 -4.056  -0.074
24 C -1.883 -2.548 -3.044  -0.546
25 O -1.319 -1.461 -3.169  -0.146
26 N -1.437 -3.496 -2.154  -0.130
27 C -0.165 -3.211 -1.510  -0.073
28 C -2.387 -4.218 -1.316  -0.071
29 H -3.808 -2.000 -5.526  0.084
30 H -3.223 -0.880 -4.282  0.040
31 H -4.718 -1.807 -4.004  0.090
32 H -3.615 -4.366 -5.123  0.081
33 H -4.330 -4.438 -3.503  0.089
34 H -2.648 -4.950 -3.763  0.081
35 H 0.472 -2.642 -2.181  0.075
36 H 0.328 -4.151 -1.255  0.090
37 H -0.301 -2.638 -0.585  0.064
38 H -3.401 -3.884 -1.512  0.072
39 H -2.179 -3.980 -0.271  0.093
40 H -2.309 -5.302 -1.449  0.079
41 F 0.538 2.929 2.812  0.074
42 C 1.366 3.332 1.839  -0.250
43 C 2.229 2.429 1.235  -0.141
44 C 3.053 2.950 0.254  -0.259
45 F 3.952 2.185 -0.389  0.050
46 C 3.038 4.288 -0.106  -0.162
47 F 3.874 4.762 -1.043  0.085
48 C 2.167 5.154 0.526  -0.127
49 F 2.155 6.456 0.199  0.105
50 C 1.322 4.676 1.511  -0.136
51 F 0.499 5.518 2.145  0.113
52 Ge 2.044 0.536 1.785  0.505
53 S 0.082 -0.200 1.862  0.093
54 C 2.832 0.453 3.651  -0.115
55 C 2.989 -0.809 4.200  -0.233
56 F 2.748 -1.909 3.467  0.076
57 C 3.406 -1.030 5.502  -0.143
58 F 3.543 -2.275 5.990  0.098
59 C 3.688 0.054 6.314  -0.141
60 F 4.091 -0.133 7.582  0.100
61 C 3.561 1.330 5.803  -0.144
62 F 3.858 2.385 6.581  0.099
63 C 3.143 1.502 4.492  -0.209
64 F 3.085 2.776 4.068  0.096
65 C 3.532 -0.441 0.877  -0.142
66 C 4.843 -0.043 1.058  -0.231
67 F 5.133 1.011 1.847  0.089
68 C 5.919 -0.660 0.444  -0.140
69 F 7.178 -0.236 0.649  0.098
70 C 5.686 -1.729 -0.400  -0.133
71 F 6.714 -2.345 -1.008  0.102
72 C 4.392 -2.166 -0.606  -0.136
73 F 4.170 -3.214 -1.413  0.105
74 C 3.344 -1.522 0.035  -0.273
75 F 2.130 -2.022 -0.195  0.031

Cartesian forces (eV/Å) of the 6 atoms listed first:
0.1 0.2 0.2
-0.2 -0.1 0.0
0.0 0.0 0.1
0.2 0.0 0.0
0.0 0.1 0.0
0.0 0.0 0.0

gap between HOMO and LUMO: 5.992 eV
charge: -2
HOMO energy: -2.089 eV



# 5
# C3H9NS

A 2-piece molecular cluster, C3H9NS overall in a non-equilibrium geometry (ωB97M-V/def2-TZVPD, the Open Molecules 2025 dataset).

Last column: natural (NBO) charge in e.
Cartesian coordinates (Å):
1 C 0.916 -2.146 -4.007  -0.059
2 N 0.791 -1.381 -5.054  -0.586
3 H 0.854 -3.219 -4.140  0.173
4 H 0.927 -1.684 -3.007  0.149
5 H 0.773 -0.457 -4.863  0.323
6 C -1.383 1.504 1.263  -0.753
7 S -1.027 1.507 3.118  0.158
8 C 0.434 0.531 3.577  -0.781
9 H -0.577 1.249 0.488  0.222
10 H -1.877 2.318 0.783  0.234
11 H -2.169 0.699 1.142  0.214
12 H 0.841 0.984 4.590  0.258
13 H 0.300 -0.638 3.506  0.225
14 H 1.198 0.735 2.602  0.222

Cartesian forces (eV/Å) of the 6 atoms listed first:
-0.9 2.7 -1.8
0.4 -5.8 0.6
0.3 -0.1 0.1
0.2 -0.6 -0.1
0.0 3.8 1.2
0.3 -3.3 -0.8

gap between HOMO and LUMO: 9.204 eV
SMILES: C=N.CSC
HOMO energy: -8.527 eV



# 6
# C19H57N3O12S8

A 9-piece molecular cluster, C19H57N3O12S8 overall in a non-equilibrium geometry (ωB97M-V/def2-TZVPD, the Open Molecules 2025 dataset).

Last column: Löwdin charge in e.
Cartesian coordinates (Å):
1 N 4.672 1.699 0.517  0.090
2 C 3.763 2.697 -0.005  -0.624
3 N 2.876 2.031 -0.975  0.095
4 N 2.999 3.295 1.103  0.094
5 C 4.594 3.745 -0.778  -0.073
6 O 4.667 5.049 -0.194  0.067
7 C 3.729 5.904 -0.556  -0.569
8 O 3.058 5.893 -1.562  0.140
9 O 3.643 6.986 0.302  0.008
10 O 3.577 6.547 1.664  0.021
11 H 5.269 2.127 1.213  0.091
12 H 4.135 0.977 0.983  0.062
13 H 2.572 2.684 -1.682  0.071
14 H 2.045 1.749 -0.466  0.033
15 H 2.185 3.774 0.737  0.079
16 H 2.640 2.526 1.654  0.072
17 H 4.281 3.778 -1.812  0.123
18 H 5.612 3.383 -0.780  0.088
19 H 2.645 6.318 1.766  0.100
20 C 9.468 0.856 -0.651  -0.268
21 S 8.364 1.611 -1.848  0.805
22 O 7.696 2.754 -1.167  -0.562
23 C 7.189 0.259 -1.900  -0.260
24 H 10.269 1.562 -0.436  0.050
25 H 8.925 0.636 0.268  0.061
26 H 9.885 -0.059 -1.073  0.017
27 H 6.794 0.083 -0.900  0.049
28 H 7.692 -0.630 -2.284  0.037
29 H 6.378 0.546 -2.567  0.052
30 C 1.733 -1.467 0.100  -0.246
31 S 0.678 -0.689 -1.115  0.783
32 O -0.051 0.419 -0.422  -0.563
33 C -0.461 -2.067 -1.269  -0.262
34 H 2.510 -0.757 0.378  0.028
35 H 1.140 -1.738 0.973  0.024
36 H 2.193 -2.354 -0.334  0.068
37 H -0.897 -2.293 -0.296  0.045
38 H 0.074 -2.933 -1.659  0.052
39 H -1.246 -1.781 -1.968  0.045
40 C -1.803 -2.057 3.330  -0.275
41 S -0.609 -3.387 3.468  0.826
42 O 0.203 -3.369 2.217  -0.565
43 C -1.797 -4.720 3.309  -0.265
44 H -1.265 -1.111 3.360  0.055
45 H -2.342 -2.143 2.386  0.056
46 H -2.496 -2.116 4.169  0.021
47 H -2.331 -4.620 2.365  0.061
48 H -2.498 -4.681 4.143  0.041
49 H -1.247 -5.659 3.326  0.050
50 C 11.581 -2.915 -4.498  -0.270
51 S 11.409 -1.756 -3.137  0.810
52 O 9.994 -1.824 -2.678  -0.560
53 C 11.571 -0.268 -4.130  -0.263
54 H 11.467 -3.920 -4.097  0.051
55 H 10.807 -2.724 -5.241  0.060
56 H 12.572 -2.807 -4.940  0.054
57 H 10.797 -0.254 -4.897  0.063
58 H 12.561 -0.243 -4.584  0.054
59 H 11.449 0.590 -3.471  0.043
60 C -7.101 -2.405 3.610  -0.271
61 S -5.327 -2.226 3.764  0.797
62 O -4.798 -3.488 4.357  -0.555
63 C -5.383 -1.003 5.079  -0.254
64 H -7.302 -3.164 2.857  0.055
65 H -7.521 -2.718 4.567  0.060
66 H -7.531 -1.451 3.299  0.024
67 H -5.922 -1.412 5.933  0.061
68 H -5.875 -0.104 4.709  0.056
69 H -4.360 -0.770 5.367  0.044
70 C -11.033 1.639 4.585  -0.263
71 S -9.827 0.317 4.736  0.800
72 O -9.012 0.329 3.490  -0.579
73 C -11.003 -1.031 4.580  -0.261
74 H -10.496 2.584 4.614  0.051
75 H -11.562 1.542 3.637  0.062
76 H -11.730 1.588 5.421  0.055
77 H -11.537 -0.941 3.634  0.064
78 H -11.700 -1.002 5.418  0.055
79 H -10.446 -1.965 4.601  0.044
80 C 0.544 -0.734 -4.942  -0.262
81 S 0.190 -2.493 -4.850  0.779
82 O 1.382 -3.153 -4.256  -0.547
83 C 0.241 -2.785 -6.622  -0.272
84 H 0.599 -0.349 -3.926  0.009
85 H 1.499 -0.580 -5.444  0.062
86 H -0.259 -0.232 -5.483  0.056
87 H 1.216 -2.492 -7.012  0.058
88 H -0.552 -2.214 -7.105  0.052
89 H 0.082 -3.848 -6.791  0.049
90 C -8.624 1.114 -1.265  -0.272
91 S -9.522 1.556 0.229  0.788
92 O -10.972 1.418 -0.077  -0.557
93 C -9.137 3.311 0.154  -0.269
94 H -8.769 0.050 -1.437  0.048
95 H -9.013 1.681 -2.111  0.057
96 H -7.563 1.320 -1.123  0.053
97 H -9.490 3.726 -0.790  0.057
98 H -8.060 3.449 0.254  0.054
99 H -9.645 3.799 0.983  0.046

Cartesian forces (eV/Å) of the 6 atoms listed first:
0.1 -0.1 0.1
-0.7 0.2 -0.3
0.2 0.0 0.4
0.2 0.2 0.0
0.8 -0.5 0.0
-0.7 -0.1 0.2

gap between HOMO and LUMO: 8.832 eV
HOMO energy: -8.484 eV